[1]
DFT (ωB97M-V/def2-TZVPD) results for C17H19Cl2N5O6S5Ti as an isolated structure at a distorted geometry.

Values from the calculation:
ΔE to the lowest compared entry with this formula, charge and spin	14.5	kcal per mole
maximum force	0.0563	Eh/bohr
orbital gap (alpha / beta)	5.864 / 5.905	eV

ORCA input file:
```
! RIJCOSX wB97M-V def2-TZVPD def2/J DEFGRID3
* xyz -1 2
Ti 0.00 -0.16 -1.57
O 1.88 2.94 -3.49
C 1.44 1.86 -3.13
O 0.27 1.58 -2.67
C 2.26 0.59 -3.28
C 3.47 0.44 -3.94
C 3.98 -0.84 -4.09
C 3.28 -1.94 -3.60
C 2.09 -1.70 -2.93
N 1.63 -0.47 -2.78
C 1.17 -2.72 -2.29
O 1.45 -3.90 -2.28
O 0.15 -2.13 -1.76
H 3.96 1.32 -4.32
H 4.92 -0.98 -4.60
H 3.63 -2.95 -3.71
S -6.44 -3.91 -0.89
C -5.04 -3.01 -0.98
S -4.52 -2.15 -2.36
C -3.04 -1.46 -1.73
C -2.76 -1.80 -0.45
S -1.41 -1.27 0.54
S -3.92 -2.85 0.31
S -2.17 -0.41 -2.84
N -1.28 1.63 -0.55
C -0.78 1.89 0.79
C -1.08 3.29 1.31
C -0.81 3.58 2.78
C -1.38 2.55 3.76
N -0.50 1.38 3.80
C -0.86 0.12 3.59
N 0.08 -0.77 3.25
N -2.13 -0.30 3.74
C 0.69 1.46 0.85
O 1.36 1.65 1.88
O 1.13 0.89 -0.19
H -0.95 2.32 -1.22
H -2.29 1.56 -0.61
H -1.30 1.16 1.42
H -2.14 3.47 1.11
H -0.54 4.03 0.71
H -1.26 4.54 3.02
H 0.26 3.67 2.97
H -2.39 2.26 3.47
H -1.45 2.98 4.76
H 0.41 1.58 3.36
H 0.91 -0.37 2.82
H -0.25 -1.61 2.77
H -2.84 0.40 3.85
H -2.39 -1.06 3.11
Cl 4.59 -3.67 -0.23
C 3.00 -3.38 0.52
Cl 2.58 -1.67 0.56
H 3.05 -3.75 1.54
H 2.26 -3.90 -0.07
*
```

[2]
DFT (ωB97M-V/def2-TZVPD) results for one molecule with the formula C6H7NOS at a distorted geometry.

Values from the calculation:
ΔE to the lowest compared entry with this formula, charge and spin	102.1	kcal per mole
maximum force	0.0547	Eh/bohr
SMILES string	C#CCCCN1SC1=O
orbital gap	8.730	eV

ORCA input file:
```
! RIJCOSX wB97M-V def2-TZVPD def2/J DEFGRID3
* xyz 0 1
C -1.54 1.75 0.12
C -0.59 1.09 0.53
C 0.45 0.35 1.33
C 0.18 -1.15 1.00
C 0.42 -1.40 -0.51
N 0.32 -0.26 -1.46
S -1.03 0.27 -2.53
C 0.37 1.03 -1.32
O 0.95 2.05 -1.35
H -2.32 2.16 -0.46
H 1.43 0.77 1.15
H 0.11 0.42 2.39
H 0.84 -1.99 1.47
H -0.89 -1.29 1.32
H 1.53 -1.52 -0.71
H -0.23 -2.29 -0.98
*
```

[3]
DFT (ωB97M-V/def2-TZVPD) results for one molecule with the formula C8H4N2O2 at a distorted geometry.

Values from the calculation:
ΔE to the lowest compared entry with this formula, charge and spin	0.0	kcal per mole
maximum force	0.1064	Eh/bohr
SMILES string	N#Cc1ccc2oc(=O)[nH]c2c1
orbital gap	9.281	eV

ORCA input file:
```
! RIJCOSX wB97M-V def2-TZVPD def2/J DEFGRID3
* xyz 0 1
N -4.26 -0.77 -0.10
C -3.12 -0.49 -0.02
C -1.72 -0.10 0.02
C -1.40 1.23 0.20
C -0.06 1.78 0.11
C 0.82 0.78 0.06
O 2.15 0.95 -0.24
C 2.82 -0.24 -0.13
O 3.98 -0.61 0.06
N 1.86 -1.23 0.06
C 0.55 -0.65 0.01
C -0.72 -1.04 -0.03
H -2.15 1.99 -0.32
H 0.19 2.88 0.03
H 1.84 -2.28 0.44
H -0.79 -2.20 -0.15
*
```

[4]
DFT (ωB97M-V/def2-TZVPD) results for an isolated ion of composition C3H11N2O and charge +1 at a distorted geometry.

Values from the calculation:
ΔE to the lowest compared entry with this formula, charge and spin	56.5	kcal per mole
maximum force	0.1121	Eh/bohr
SMILES string	C[C@@](N)(O)C[NH3+]
orbital gap	11.124	eV

ORCA input file:
```
! RIJCOSX wB97M-V def2-TZVPD def2/J DEFGRID3
* xyz 1 1
C -1.14 -1.40 0.57
C -0.10 -0.20 0.38
N -0.31 1.03 0.99
O 1.19 -0.68 0.97
C 0.18 0.07 -1.20
N 0.95 1.24 -1.30
H -1.17 -1.49 1.60
H -0.68 -2.24 0.18
H -2.10 -1.36 0.23
H 0.20 1.25 1.80
H -1.25 1.25 1.10
H 1.01 -1.35 1.65
H -0.88 0.18 -1.58
H 0.65 -0.65 -1.79
H 1.82 0.79 -0.80
H 0.72 2.02 -0.54
H 0.92 1.56 -2.25
*
```

[5]
DFT (ωB97M-V/def2-TZVPD) results for C2H10BCl2CoO2 as an isolated structure at a distorted geometry.

Values from the calculation:
ΔE to the lowest compared entry with this formula, charge and spin	231.7	kcal per mole
maximum force	0.0942	Eh/bohr
orbital gap (alpha / beta)	5.729 / 2.029	eV

ORCA input file:
```
! RIJCOSX wB97M-V def2-TZVPD def2/J DEFGRID3
* xyz -1 4
Co -1.53 0.54 1.02
B -0.23 4.04 2.30
H -0.75 4.97 2.45
H 0.78 3.99 2.66
H -0.76 3.35 2.94
H -0.26 3.75 1.26
Cl -5.28 2.50 -0.55
Cl -2.51 -2.14 4.34
C 1.78 -1.80 -1.59
C 0.61 -2.65 -1.95
O -0.62 -1.97 -1.68
O 1.71 -1.20 -0.35
H 1.90 -1.07 -2.39
H 2.61 -2.51 -1.63
H 0.62 -3.65 -1.51
H 0.55 -2.73 -3.03
H -1.18 -2.29 -2.39
H 2.55 -1.13 0.10
*
```

[6]
DFT (ωB97M-V/def2-TZVPD) results for one molecule with the formula C8H5ClN2S2 at a distorted geometry.

Values from the calculation:
ΔE to the lowest compared entry with this formula, charge and spin	16.1	kcal per mole
maximum force	0.1465	Eh/bohr
SMILES string	Clc1nss/c1=N\c1ccccc1
orbital gap	8.610	eV

ORCA input file:
```
! RIJCOSX wB97M-V def2-TZVPD def2/J DEFGRID3
* xyz 0 1
Cl -3.61 2.25 0.17
C -3.39 0.51 0.03
N -4.33 -0.19 -0.04
S -3.95 -1.88 -0.15
S -1.91 -1.74 -0.10
C -1.98 0.08 0.02
N -1.00 0.88 0.07
C 0.31 0.39 0.08
C 1.07 0.60 -1.12
C 2.35 0.20 -1.12
C 3.10 -0.30 -0.01
C 2.30 -0.52 1.15
C 0.97 -0.06 1.23
H 0.55 1.22 -2.09
H 2.90 0.37 -2.03
H 3.97 -0.79 -0.16
H 2.59 -0.84 2.01
H 0.08 -0.18 2.07
*
```

[7]
DFT (ωB97M-V/def2-TZVPD) results for C7H10 as an isolated structure at a distorted geometry.

Values from the calculation:
ΔE to the lowest compared entry with this formula, charge and spin	115.5	kcal per mole
maximum force	0.0277	Eh/bohr
orbital gap	9.273	eV

ORCA input file:
```
! RIJCOSX wB97M-V def2-TZVPD def2/J DEFGRID3
* xyz 0 1
C -1.89 -0.36 0.01
C -1.44 0.94 -0.62
C -0.43 -0.04 -0.11
C 0.62 -0.85 -0.88
C 1.59 -0.64 0.32
C 2.02 0.76 0.55
C 0.51 0.09 1.04
H -2.30 -1.13 -0.63
H -2.34 -0.31 1.00
H -1.54 1.04 -1.70
H -1.60 1.86 -0.06
H 0.33 -1.90 -1.00
H 0.95 -0.45 -1.84
H 2.13 -1.47 0.76
H 1.82 1.39 -0.32
H 1.30 1.20 1.38
H 0.28 -0.12 2.09
*
```

[8]
DFT (ωB97M-V/def2-TZVPD) results for C10H28KO10S3 as an isolated structure at a distorted geometry.

Values from the calculation:
ΔE to the lowest compared entry with this formula, charge and spin	39.9	kcal per mole
maximum force	0.0695	Eh/bohr
orbital gap	11.155	eV

ORCA input file:
```
! RIJCOSX wB97M-V def2-TZVPD def2/J DEFGRID3
* xyz 1 1
K -21.18 -23.48 -6.28
C -17.35 -22.41 -5.67
O -18.56 -22.83 -5.13
H -16.74 -21.96 -4.89
H -16.77 -23.25 -6.06
H -17.48 -21.78 -6.55
H -18.44 -23.67 -4.67
O -25.72 -23.44 -7.70
S -24.72 -22.51 -8.20
O -23.44 -22.22 -7.49
O -24.31 -22.98 -9.77
C -25.31 -23.32 -10.77
C -25.78 -24.77 -10.64
C -25.51 -20.87 -8.54
H -24.69 -23.11 -11.64
H -26.05 -22.52 -10.72
H -24.95 -25.45 -10.79
H -26.53 -25.01 -11.40
H -26.06 -24.95 -9.60
H -24.94 -20.34 -9.29
H -25.64 -20.31 -7.61
H -26.52 -21.16 -8.85
O -21.52 -25.10 -8.61
S -20.76 -25.99 -9.49
O -19.31 -26.01 -9.66
O -21.15 -27.56 -9.18
C -20.23 -28.55 -9.71
C -20.85 -29.90 -9.96
C -21.60 -25.86 -11.08
H -19.48 -28.69 -8.93
H -19.76 -28.28 -10.66
H -21.71 -29.81 -10.62
H -21.19 -30.51 -9.11
H -20.14 -30.59 -10.42
H -21.27 -26.73 -11.66
H -21.20 -24.92 -11.44
H -22.66 -25.94 -10.86
O -22.28 -19.45 -7.87
S -21.11 -20.13 -7.34
O -21.07 -20.53 -5.92
O -20.69 -21.51 -8.30
C -21.07 -21.32 -9.66
C -20.18 -22.31 -10.38
C -19.52 -19.19 -7.71
H -20.87 -20.31 -10.01
H -22.09 -21.68 -9.74
H -20.29 -23.33 -10.01
H -19.12 -22.06 -10.32
H -20.41 -22.35 -11.44
H -19.53 -18.84 -8.74
H -18.65 -19.81 -7.52
H -19.53 -18.35 -7.01
*
```

[9]
DFT (ωB97M-V/def2-TZVPD) results for one molecule with the formula C4H10N2O3 at a distorted geometry.

Values from the calculation:
ΔE to the lowest compared entry with this formula, charge and spin	158.6	kcal per mole
maximum force	0.0653	Eh/bohr
SMILES string	CC(=O)[C@@H](C)N(O)NO
orbital gap	9.692	eV

ORCA input file:
```
! RIJCOSX wB97M-V def2-TZVPD def2/J DEFGRID3
* xyz 0 1
C 1.47 1.20 -1.19
C 0.11 0.69 -0.77
O -0.91 1.18 -1.32
C 0.02 0.35 0.83
C -1.40 0.48 1.37
N 0.67 -0.94 0.78
O 0.09 -1.82 1.68
N 0.18 -1.35 -0.82
O -1.18 -1.57 -1.14
H 2.26 1.08 -0.43
H 1.79 0.65 -2.08
H 1.42 2.26 -1.44
H 0.70 1.04 1.33
H -1.52 0.05 2.37
H -1.66 1.54 1.42
H -2.15 0.00 0.73
H 0.79 -2.47 1.81
H 0.76 -1.68 -1.59
H -1.44 -0.70 -1.54
*
```

[10]
DFT (ωB97M-V/def2-TZVPD) results for a 2-piece molecular cluster, C2H8N2O overall at a distorted geometry.

Values from the calculation:
ΔE to the lowest compared entry with this formula, charge and spin	176.3	kcal per mole
maximum force	0.0683	Eh/bohr
orbital gap	4.923	eV

ORCA input file:
```
! RIJCOSX wB97M-V def2-TZVPD def2/J DEFGRID3
* xyz 0 1
C 0.19 -1.36 -0.03
N -0.54 -0.17 -0.41
C 0.15 0.79 -1.29
N 1.20 1.23 -0.54
H -0.20 -1.66 0.94
H -0.04 -2.21 -0.68
H 1.24 -1.31 0.23
H -0.53 1.55 -1.68
H 0.56 0.19 -2.11
H -0.99 0.61 2.83
H -0.89 0.34 0.47
H 0.99 1.74 0.33
O -1.13 0.27 1.95
*
```

[11]
DFT (ωB97M-V/def2-TZVPD) results for C24H23Cl2N6O2S4SbTc as an isolated structure at a distorted geometry.

Values from the calculation:
ΔE to the lowest compared entry with this formula, charge and spin	15.2	kcal per mole
maximum force	0.0403	Eh/bohr
orbital gap	4.676	eV

ORCA input file:
```
! RIJCOSX wB97M-V def2-TZVPD def2/J DEFGRID3
* xyz 3 1
Tc -0.11 0.14 -0.07
Cl -2.15 -5.62 3.15
C -1.69 -4.51 1.97
C -1.32 -3.25 2.35
C -0.91 -2.33 1.37
N -0.52 -1.02 1.58
C -0.53 -0.41 2.86
O -0.88 -0.90 3.89
C -0.02 1.01 2.79
C 0.08 1.77 3.93
C 0.52 3.09 3.82
C 0.86 3.57 2.56
C 0.74 2.74 1.47
N 0.31 1.47 1.57
C -0.92 -2.71 -0.03
C -1.33 -4.00 -0.40
C -1.69 -4.89 0.57
Cl -2.14 -6.45 0.12
N -0.55 -1.69 -0.88
C -0.56 -1.81 -2.29
O -0.82 -2.79 -2.92
C -0.14 -0.53 -2.96
C -0.03 -0.46 -4.33
C 0.39 0.73 -4.90
C 0.68 1.81 -4.07
C 0.52 1.67 -2.71
N 0.12 0.51 -2.15
H -1.34 -2.98 3.39
H -0.21 1.33 4.87
H 0.59 3.72 4.70
H 1.19 4.59 2.43
H 0.96 3.11 0.47
H -1.37 -4.29 -1.43
H -0.28 -1.33 -4.91
H 0.48 0.83 -5.98
H 0.99 2.76 -4.48
H 0.67 2.51 -2.04
S -1.50 4.64 0.17
Sb -3.48 5.21 -0.58
S -2.52 1.99 -2.03
S -2.00 1.46 -0.17
S -4.17 3.10 -1.78
C 4.66 0.78 -0.44
C 3.13 1.02 -0.35
N 2.40 -0.26 -0.21
C 2.80 -0.92 1.07
C 4.34 -1.12 1.12
N 4.91 -0.70 -0.22
C 4.26 -1.49 -1.33
C 2.75 -1.15 -1.35
H 5.21 1.33 0.31
H 5.06 1.04 -1.42
H 2.78 1.53 -1.24
H 2.90 1.64 0.51
H 2.30 -1.88 1.13
H 2.47 -0.31 1.90
H 4.61 -2.15 1.30
H 4.81 -0.51 1.89
H 5.91 -0.87 -0.22
H 4.44 -2.55 -1.14
H 4.75 -1.23 -2.27
H 2.16 -2.06 -1.29
H 2.48 -0.64 -2.27
*
```

[12]
DFT (ωB97M-V/def2-TZVPD) results for a 2-piece molecular cluster, C5H5N overall at a distorted geometry.

Values from the calculation:
ΔE to the lowest compared entry with this formula, charge and spin	219.4	kcal per mole
maximum force	0.0751	Eh/bohr
orbital gap (alpha / beta)	8.952 / 6.201	eV

ORCA input file:
```
! RIJCOSX wB97M-V def2-TZVPD def2/J DEFGRID3
* xyz 0 1
C 1.12 0.64 -1.72
C -0.10 0.68 -1.08
C 1.50 -0.75 -1.38
C 0.66 -0.38 -0.37
C -1.23 -0.25 1.92
N -0.95 0.60 2.71
H 1.59 1.65 -1.94
H -0.79 1.39 -0.86
H 2.39 -1.44 -1.53
H -2.05 -0.79 1.47
H -1.43 1.04 3.40
*
```